DFT (the ωB97M-V functional and the def2-TZVPD basis) results for a structure of composition C23H36F9I2N2O6P2S.

Values from the calculation:
LUMO energy = -3.9304 eV
charge = +1

Structure (XYZ):
```
81
Properties=species:S:1:pos:R:3:forces:R:3:lowdin_charge:R:1
C 4.1612 2.9761 -0.5460 -2.9549 -1.8066 1.6866 -0.046
C 2.7954 2.3588 -0.2887 4.6639 1.6362 -0.6094 -0.138
C 2.5576 1.2338 0.9283 -1.4451 2.2113 0.5478 -0.084
C 1.9252 -0.2261 0.3991 1.4733 3.0589 -0.7069 -0.295
C 3.1723 -1.1574 -0.0997 1.1050 -1.1466 -1.1018 -0.226
C 4.4241 -0.4267 -0.8716 1.5418 -2.0629 1.9237 -0.716
C 5.5684 -1.6501 -1.0019 -0.3464 -0.3100 -0.5331 -0.207
I 4.0578 0.1744 -2.9354 0.0245 -0.0816 0.9999 0.879
O 1.1513 0.4096 -0.6789 -0.3386 -1.9537 0.6358 -0.190
C 0.3441 -0.4779 -1.4560 1.5825 -0.1336 -0.5760 -0.229
C -0.0066 0.2920 -2.8387 0.6763 1.0667 -1.3564 -0.120
C -0.5381 1.8238 -2.7799 0.6305 1.4801 -0.2670 -0.223
C -0.8810 2.4621 -4.2884 -0.7162 0.0457 0.9133 -0.158
C -1.8742 3.7762 -3.9952 0.5615 -0.0627 -0.0073 -0.215
O -2.6712 4.1579 -5.1972 -2.7312 0.8227 3.0357 -0.147
C -3.9490 4.7477 -4.6741 -0.5759 6.7541 -3.0145 -0.135
O -4.2883 6.0066 -5.0440 2.3112 -8.9165 2.5339 -0.034
C -0.8449 -1.0639 -0.4874 -0.9906 -1.7921 -6.1178 -0.347
N -0.8575 -2.5090 -1.0476 0.1981 0.6828 -0.2659 0.042
C -2.3217 -0.5043 -0.9335 -1.6355 0.3786 1.9365 -0.192
C -2.9861 -0.9783 -2.3250 -1.1554 -1.6345 -0.1492 -0.677
C -4.2504 -2.0547 -2.0847 1.3059 -0.5598 -1.0059 -0.186
I -3.9966 0.7453 -3.3286 0.6588 -0.9150 0.4768 0.920
N -0.5974 -0.9948 1.0174 -0.3486 2.4203 -1.8724 -0.447
P -1.3321 0.3549 1.9300 -2.3549 4.4856 2.6033 1.051
C -1.0619 2.0825 1.0470 -0.6957 1.1643 -0.3154 -0.195
O -3.0994 0.3578 1.9815 2.3387 -1.3366 -1.3716 -0.287
P -1.3143 -2.4499 1.8281 -3.4090 -5.4845 3.2030 0.961
O -1.9956 -2.0139 3.4161 0.3580 -1.1616 -2.1247 -0.325
O -2.7643 -3.1016 1.2202 0.1449 2.3677 0.3942 -0.264
C 0.8832 -0.9952 1.4756 2.5740 -2.0445 -0.5141 -0.436
S 1.2462 -2.8859 1.2746 1.4055 -0.9121 0.1407 0.820
C 1.2765 -0.7920 3.0035 4.4568 3.2015 1.6665 -0.187
F 2.8034 -0.9622 2.9549 -3.9499 0.2394 -0.7536 -0.033
F 1.2783 0.6109 3.5856 -0.6109 -3.7391 -1.8791 -0.017
C 0.9774 -1.6324 4.3153 1.6635 -2.6043 5.1834 -0.113
F 2.2801 -1.8082 5.1108 -3.4710 0.6913 -2.8059 0.010
F 0.5643 -3.0344 4.3141 0.5156 4.0180 -0.9501 0.009
C 0.1459 -0.8851 5.5620 -0.4777 2.1342 2.1090 -0.103
F 1.0741 -0.0361 6.4103 -2.8966 -2.6961 -3.1947 0.027
F -0.9641 -0.0178 5.2147 3.3473 -2.7222 0.7246 0.035
C -0.4280 -1.9765 6.6876 -0.9426 0.0451 3.2980 -0.151
F 0.6124 -2.8510 7.2647 -3.8725 2.8926 -2.4431 0.066
F -1.6134 -2.7353 6.2591 4.1573 2.2580 1.2381 0.045
F -0.8945 -1.1015 7.8305 1.4363 -3.1463 -3.9219 0.028
H 4.5937 3.1893 -1.6114 -1.5348 0.4735 2.1689 0.055
H 4.8844 3.2008 0.3757 -1.3162 -1.4226 -2.2017 0.083
H 1.9430 2.8410 -0.9273 1.5724 -1.9944 0.9782 0.090
H 3.4984 1.1000 1.6107 -1.9475 0.3892 -1.3452 0.138
H 1.6543 1.7930 1.4760 2.1412 -1.6454 -0.5145 0.096
H 3.7578 -1.7261 0.7716 -1.7447 1.5902 -1.5770 0.112
H 2.8777 -2.0314 -0.8588 0.2244 1.9545 1.7788 0.113
H 4.9549 0.3609 -0.1869 -1.3979 -1.0231 -1.7721 0.095
H 5.8186 -2.1366 0.0322 -0.4689 1.1550 -1.7513 0.084
H 6.5544 -1.2273 -1.4816 -2.0403 -0.8535 0.9516 0.086
H 5.1508 -2.5355 -1.6855 0.9159 2.0520 1.3784 0.089
H 1.1003 -1.3261 -1.8449 -2.0926 1.2536 1.2001 0.159
H -0.6510 -0.2867 -3.6256 1.0131 0.7294 1.8806 0.116
H 1.0501 0.3938 -3.4006 -2.2317 -0.4118 1.4931 0.087
H 0.3210 2.5181 -2.3398 -1.7586 -1.5947 -0.7396 0.114
H -1.4852 2.0363 -2.1371 1.6483 -0.7798 -1.0732 0.049
H -1.4600 1.6385 -4.8884 1.0657 1.7935 0.9568 0.081
H 0.0898 2.8003 -4.8641 -2.0346 -0.7439 1.2160 0.132
H -2.6714 3.5572 -3.1498 1.9690 0.2304 -1.3896 0.074
H -1.2186 4.7306 -3.7231 -1.3912 -2.1232 -0.3603 0.155
H -4.6848 4.1382 -3.9613 1.9853 0.9315 -1.5048 0.155
H -1.7665 -2.9697 -1.0102 -0.0086 0.3281 0.4590 0.041
H -0.6561 -2.4880 -2.0930 0.0847 0.2411 2.0293 0.114
H -3.0831 -0.9921 -0.1515 1.7007 1.1538 -1.5570 0.091
H -2.4859 0.6453 -0.8221 0.6249 -2.1463 -0.1048 0.076
H -2.3162 -1.5357 -3.0964 -1.0287 1.5493 1.4195 0.082
H -3.7077 -3.1155 -2.0106 -1.4259 2.0986 0.2638 0.090
H -4.8885 -1.8002 -1.1390 1.1680 -0.4863 -1.9429 0.090
H -4.8894 -2.1204 -3.0881 1.2592 0.2991 2.4503 0.082
H -0.7946 1.9847 -0.0736 -0.0293 0.2319 2.0148 0.024
H -2.0587 2.7420 1.0797 1.8653 -1.8803 0.1286 0.096
H -0.2877 2.7317 1.6841 -1.4582 -1.8268 -1.5126 0.085
H -3.4842 -0.5530 1.9233 0.4255 1.2133 0.4918 0.031
H -2.3254 -2.9220 3.7513 0.7972 1.7746 -0.5730 0.109
H -3.6110 -2.6917 1.5580 0.9956 -0.6147 -0.4234 0.088
H 2.5083 -3.1923 1.7799 -0.7592 1.2716 -0.3096 -0.031
```
Forces are in eV/Å.


DFT (the ωB97M-V functional and the def2-TZVPD basis) results for the ion C3H5N6 with charge -1.

Values from the calculation:
LUMO energy = 4.0417 eV
charge = -1

Structure (XYZ):
```
14
Properties=species:S:1:pos:R:3:forces:R:3:lowdin_charge:R:1
C 0.1014 0.9810 0.1112 1.1222 -3.1343 -1.2950 -0.455
C 0.8419 -1.0403 -0.9973 -1.5815 -2.0092 -3.4249 -0.116
C 0.2096 -0.5970 0.2445 1.3637 2.2951 2.2523 -0.430
N -0.5252 2.9358 0.3875 0.9944 0.7705 -0.7169 -0.143
N -0.6292 1.7185 0.8623 -1.8080 -0.1579 1.8143 -0.039
N 0.7375 1.6625 -0.8658 -0.7513 0.0721 1.1182 -0.027
N 0.3218 2.8968 -0.6254 -0.0856 1.2647 -0.5696 -0.161
N -1.3280 -1.4847 1.7081 3.3695 1.7653 -2.9956 0.078
N -1.0677 -1.1281 0.4995 -3.0473 -1.3121 2.3098 -0.043
H 1.4723 -0.2507 -1.3478 0.0994 0.4267 -0.5389 0.028
H -0.0872 -1.2134 -1.7498 2.2841 0.5820 1.2589 0.126
H 1.4604 -1.9545 -1.0908 -0.5871 0.0657 0.8795 0.063
H 0.7704 -0.8049 1.1560 0.6502 0.0665 0.0555 0.114
H -2.2780 -1.7210 1.7078 -2.0228 -0.6952 -0.1475 0.004
```
Forces are in eV/Å.


DFT (the ωB97M-V functional and the def2-TZVPD basis) results for a structure of composition C4H11N2O.

Values from the calculation:
LUMO energy = 2.4539 eV
charge = -1

Structure (XYZ):
```
18
Properties=species:S:1:pos:R:3:forces:R:3:lowdin_charge:R:1
C -0.0855 2.4865 -0.3662 0.3895 0.9058 0.4396 0.091
N -0.2710 -2.1637 -1.1960 0.0943 0.5067 -0.0879 -0.169
C -0.8948 -1.8644 0.0317 -0.0079 0.1876 -0.0484 -0.612
O -1.8248 -2.9287 0.3639 -0.0429 -0.2011 -0.1376 -0.182
C 0.5253 1.6962 0.6063 -0.0780 0.1811 2.2851 -0.630
C 1.2070 1.0105 -0.7219 -0.5219 -1.1721 -0.6561 -0.038
N 1.4719 2.2205 1.4606 0.3089 0.0826 0.0687 -0.030
H 0.5588 3.3326 -0.5724 -0.1688 0.2343 -0.3996 0.084
H -1.1311 2.5260 -0.6558 0.0973 -0.6669 -0.4019 0.095
H 0.7027 -1.8694 -1.1322 0.0437 -0.4025 0.0210 -0.097
H -0.2086 -1.7660 0.8965 0.0641 0.1110 0.0244 0.070
H -1.5390 -0.9455 0.0263 -0.0372 -0.0324 0.1028 0.054
H -0.0305 0.8718 1.0595 -0.1827 -0.4201 -0.6211 0.126
H 1.8836 1.6353 -1.2996 -0.1848 0.0182 -0.0920 0.081
H 0.4947 0.3456 -1.2314 0.2451 0.3096 -0.5052 0.059
H 1.8192 0.2753 -0.1781 0.0114 0.4090 0.3389 0.103
H -1.5719 -3.5359 -0.3524 -0.0636 -0.0403 0.1225 0.025
H 1.1369 3.1043 1.8509 0.0336 -0.0105 -0.4531 -0.029
```
Forces are in eV/Å.


DFT (the ωB97M-V functional and the def2-TZVPD basis) results for a cluster of 3 separate species, C2H8NO4 in total.

Values from the calculation:
LUMO energy = 4.0141 eV
charge = -1

Structure (XYZ):
```
15
Properties=species:S:1:pos:R:3:forces:R:3:lowdin_charge:R:1
O 1.0121 2.7961 -2.2811 0.1764 0.0815 -0.0589 -0.046
C 0.3767 1.8587 -1.8263 -0.4938 -0.6573 0.3448 -0.405
N 0.0323 1.6926 -0.5279 0.6207 0.9279 -0.6517 0.027
C -0.6070 0.4414 -0.0604 0.0134 -0.2270 0.5945 -0.474
O 0.1600 -0.6535 -0.2640 -0.9542 0.3154 0.5210 -0.301
H 0.0165 1.0132 -2.4465 -0.0475 0.2901 -0.0584 0.131
H 0.6277 2.2700 0.0688 -0.5696 -0.4339 0.1587 0.132
H -1.6326 0.4089 -0.5023 0.3847 -0.0008 -0.4189 0.100
H -0.8492 0.6553 1.0148 0.2659 0.0246 -0.2096 0.101
H -0.5536 -3.2990 0.8445 0.4484 -0.3046 0.3656 0.000
H -0.9653 -2.0245 0.1798 0.4058 -0.1456 -0.5664 -0.012
O -1.2291 -2.9741 0.2609 -0.6482 0.3102 -0.0240 -0.111
H 0.5200 -0.8322 1.4347 0.6780 -0.0354 -0.7267 -0.034
H 1.9686 -0.5081 1.8920 -0.4515 -0.1408 -0.2260 0.018
O 1.1230 -0.8447 2.2128 0.1715 -0.0043 0.9559 -0.124
```
Forces are in eV/Å.


DFT (the ωB97M-V functional and the def2-TZVPD basis) results for the molecule C22H18ClN5O2.

Values from the calculation:
LUMO energy = -0.2924 eV

Structure (XYZ):
```
48
Properties=species:S:1:pos:R:3:forces:R:3:lowdin_charge:R:1
O 2.9616 -0.2370 -2.1867 -0.8545 -1.2854 0.5454 0.106
Cl 3.2935 5.0005 4.8657 -0.9788 -0.2736 -0.2828 0.674
N 1.1687 4.1191 3.5181 1.5519 0.2305 0.6559 0.103
N -2.2271 4.7556 3.1949 -0.9344 -0.8504 -0.5923 0.070
N -2.0857 3.6919 2.3114 0.1110 0.4191 0.2580 0.088
O 2.4971 -2.4138 -2.0100 0.7587 0.1259 -0.6521 0.117
C 2.2236 -1.1424 -1.8240 0.7279 4.1291 0.0997 -0.486
C 1.5967 4.9445 4.4467 -2.3588 0.0299 -1.2698 -0.669
C -1.0678 4.9893 3.7032 0.8463 1.0016 0.7090 -0.293
C -0.8298 3.3019 2.2640 -0.1594 1.1768 0.6162 -0.211
C 0.6730 5.9278 5.0643 1.5215 -0.0062 0.3848 -0.087
C -0.6156 5.9748 4.7189 -0.6781 -1.4143 -1.6088 0.031
C -3.1322 -2.3112 -3.5439 -1.2807 -0.5204 0.1454 -0.101
C -1.9192 -1.9360 -4.1038 -0.3554 0.4832 -0.2484 -0.070
C -3.2333 -2.7400 -2.2268 1.5061 -0.1187 0.2382 -0.067
C 1.0369 1.9572 1.1837 0.5450 0.1541 -0.2568 -0.024
C -1.2539 1.5056 0.6051 2.5346 -0.6421 -0.2641 0.011
C 1.4659 0.9623 0.2940 0.1668 0.1919 0.1247 0.010
C -0.7850 0.5008 -0.2850 -1.5510 0.4198 0.4293 0.013
C -0.7957 -1.9222 -3.3037 -0.0571 -0.0984 0.6069 -0.029
C -2.0553 -2.7601 -1.4327 -0.6625 0.0076 -0.5756 -0.026
C -0.3142 2.2460 1.3869 -0.7422 -0.9172 -1.0057 -0.146
C 0.5588 0.1695 -0.4190 0.3549 0.8165 0.5921 -0.181
C -0.8326 -2.3383 -1.9576 -1.7590 0.0766 -0.9285 -0.208
N -0.1346 4.1497 3.1279 1.0656 0.0861 1.2179 0.021
N 0.9797 -0.9387 -1.1831 1.4485 -1.3556 -0.6491 0.091
C 2.0282 -3.9299 -0.2359 -0.3793 -0.2849 0.4696 -0.004
C 1.1597 -4.3002 -2.5211 -0.0252 -0.4562 0.0408 0.005
C 1.4967 -3.2251 -1.4720 -0.2578 -2.1495 -0.1043 -0.485
C 0.3668 -2.2411 -1.0961 -0.7826 -0.6724 0.5695 -0.187
H 1.0669 6.6470 5.7882 0.0014 -0.3951 -0.2592 0.106
H -1.3126 6.7028 5.1221 0.0555 -0.2502 -0.0967 0.121
H -4.0745 -2.3106 -4.1104 0.6431 0.1225 -0.0450 0.108
H -1.9150 -1.5703 -5.1425 0.2549 -0.2719 0.6031 0.116
H -4.1761 -3.1070 -1.8356 0.1013 0.2090 0.0463 0.101
H 1.8057 2.5542 1.6859 -0.3811 -0.3180 -0.1136 0.100
H -2.2937 1.6934 0.6677 -0.7674 0.2391 0.1106 0.094
H 2.5350 0.8326 0.1249 -0.2841 -0.0692 0.1579 0.117
H -1.5561 -0.0142 -0.8773 0.5219 0.1269 0.3029 0.115
H 0.1248 -1.5352 -3.6873 0.4713 0.1276 -0.2912 0.119
H -2.1228 -3.0810 -0.3959 0.0710 0.0480 -0.0743 0.113
H 1.1766 -4.4852 0.2055 0.5546 0.1467 -0.0700 0.104
H 2.3531 -3.1752 0.4684 0.1003 0.1355 0.4058 0.091
H 2.8687 -4.6258 -0.4061 -0.4544 0.3840 -0.2385 0.101
H 1.9968 -4.9971 -2.7152 -0.1181 0.5436 0.4327 0.100
H 0.3105 -4.9319 -2.2236 0.1336 0.3486 0.0716 0.102
H 0.9255 -3.8590 -3.4740 -0.2174 0.2472 -0.3409 0.073
H 0.0626 -2.4983 -0.0781 -0.0085 0.3217 0.1332 0.155
```
Forces are in eV/Å.


DFT (the ωB97M-V functional and the def2-TZVPD basis) results for a cluster of 2 separate species, C5H12N2O in total.

Values from the calculation:
spin multiplicity = 2
LUMO energy (spin up / spin down) = -5.5236 / -8.9686 eV
<S²> = 0.77
charge = +1

Structure (XYZ):
```
20
Properties=species:S:1:pos:R:3:forces:R:3:mulliken_spin:R:1
C -2.0202 -0.2154 1.7882 2.3943 0.6766 1.6068 0.148
C -2.7963 -0.4149 0.7073 -0.9342 0.3791 -2.9654 0.356
C -0.7570 -2.1510 1.9629 0.5468 1.3096 0.0483 0.030
N -0.8104 -0.8609 1.9778 -2.6461 -1.6578 -0.5453 0.392
H -2.2597 0.5461 2.5250 -0.0441 -0.1591 0.0871 0.010
H -2.3968 -0.9261 -0.2254 -0.7029 0.4446 1.4091 0.024
H -3.7862 0.1074 0.6415 0.9564 -0.7914 0.1123 0.022
H 0.2089 -2.6474 1.9491 -0.0767 -0.0149 -0.0330 0.009
H -1.7058 -2.6999 1.9777 0.5212 -0.1557 0.2586 0.000
C 1.6922 1.2226 -0.4439 -0.6927 2.1416 -0.2613 0.008
O 1.5406 2.6972 -0.4167 -0.0592 -1.0850 0.2859 0.003
C 1.3271 0.7918 -1.8576 -0.3499 0.3682 0.2182 0.000
N 1.6368 -0.6305 -2.0058 -0.9295 -0.7210 -0.5723 0.001
H 2.7455 0.9961 -0.3418 0.0716 -0.4306 0.7609 0.000
H 0.9811 0.8213 0.3248 0.9085 -0.2015 -0.4454 -0.005
H 1.6840 3.0440 0.4816 0.0551 -0.4254 -0.5257 0.000
H 0.2620 1.0707 -2.0439 0.6082 -0.1400 -0.1218 0.001
H 1.9780 1.3693 -2.5416 -0.4566 -0.2832 0.2663 0.000
H 1.5083 -0.9091 -2.9974 0.1969 0.1847 0.9768 0.000
H 0.9680 -1.2113 -1.4618 0.6328 0.5612 -0.5601 0.000
```
Forces are in eV/Å.


DFT (the ωB97M-V functional and the def2-TZVPD basis) results for a cluster of 2 separate species, C5H17N3 in total.

Values from the calculation:
LUMO energy = 0.9855 eV

Structure (XYZ):
```
25
Properties=species:S:1:pos:R:3:forces:R:3:lowdin_charge:R:1
C -0.2305 1.5370 -0.8048 2.1376 -1.7627 -0.0001 -0.442
C 0.9684 0.4255 -1.2153 -0.3294 2.2826 -0.9973 -0.218
C 0.2119 2.3031 0.4298 -0.1582 0.1229 0.0139 -0.081
C 0.5907 -0.3752 -2.4564 -0.2353 -0.0317 0.0842 -0.130
N -1.4893 0.8927 -0.6188 -0.5357 -0.5066 0.5433 0.015
H -0.2935 2.2153 -1.6609 0.4667 0.0785 -0.1262 0.120
H -2.1429 1.3493 0.0238 0.2728 -0.2662 -0.8909 0.088
H -1.8589 0.4912 -1.4763 -0.3171 0.3873 0.5723 0.079
H 1.5112 -0.2026 -0.5037 -0.9381 0.0782 0.4644 0.081
H 1.7951 1.0899 -1.4994 -0.1030 0.2046 -0.2463 0.091
H 0.2222 1.6559 1.3130 0.0069 0.0120 -0.1098 0.067
H 1.2141 2.7185 0.2919 -0.1153 -0.0825 -0.0052 0.078
H -0.4642 3.1411 0.6332 0.0263 -0.0722 0.0103 0.075
H -0.1996 -1.1005 -2.2378 0.1813 -0.0731 -0.0067 0.066
H 1.4579 -0.9006 -2.8687 -0.1711 -0.0682 0.1323 0.071
H 0.2147 0.2780 -3.2503 0.0317 0.0579 0.0700 0.069
C -0.3146 -1.4289 1.3002 0.5236 0.4605 -0.9026 -0.404
N 0.0495 -2.8006 1.0204 0.4780 -0.7272 -0.9160 -0.025
N -0.2764 -1.3379 2.7342 -0.3419 1.7673 1.4911 -0.020
H -0.8957 -0.6000 3.0700 -0.0411 -0.1382 -0.0121 0.059
H 0.6366 -1.0274 3.0563 0.0889 -0.2334 -0.0624 0.062
H 0.9090 -3.0164 1.5223 0.1423 0.1901 -0.2981 0.054
H -0.6113 -3.3935 1.5217 -0.1233 0.2193 -0.2577 0.061
H -1.3441 -1.2756 0.9515 0.3429 0.0703 0.0874 0.097
H 0.3394 -0.6386 0.7244 -1.2896 -1.9695 1.3621 0.087
```
Forces are in eV/Å.


Results for F_max: 9.553; 4.842; 2.294; 1.293; 4.194; 3.170; 2.771 (in eV Å⁻¹, following the order of the records).